30
Properties=species:S:1:pos:R:3:lowdin_charge:R:1 method="wB97M-V/def2-TZVPD" lumo_ev=0.116 homo_lumo_gap_ev=9.73 e_homo_ev=-9.61 smiles=CO.CO.CO.CO.CO relative_energy_kcal_mol=141.6
C 3.259 -1.876 -1.055 -0.194
O 2.476 -1.770 0.090 -0.181
H 2.572 -2.561 -1.804 0.135
H 4.168 -2.381 -1.015 0.043
H 3.599 -0.796 -1.439 0.135
H 2.411 -2.627 0.652 0.165
C -4.138 -1.719 -1.457 -0.184
O -4.663 -0.493 -1.989 -0.126
H -5.124 -2.217 -1.769 0.099
H -3.612 -1.784 -0.375 0.112
H -3.226 -2.197 -2.038 0.085
H -4.585 0.147 -1.348 0.017
C 3.190 1.318 1.545 -0.270
O 4.028 0.430 1.032 -0.165
H 2.547 1.828 0.813 0.068
H 3.876 2.210 1.877 0.101
H 2.740 0.986 2.588 0.113
H 3.660 -0.370 0.451 0.085
C -1.972 2.623 1.558 -0.196
O -1.030 1.763 1.999 -0.099
H -1.957 2.356 0.536 0.043
H -1.791 3.593 1.667 0.027
H -3.129 2.321 1.913 0.138
H -0.706 1.188 1.312 0.021
C -0.784 -0.011 -0.682 -0.172
O 0.329 0.707 -0.229 -0.153
H -0.806 -0.815 0.039 0.092
H -0.655 -0.382 -1.601 0.042
H -1.767 0.470 -0.714 0.085
H 1.088 0.060 -0.555 0.134